1.
Formula: C5H13N2
Source: the OMol25 dataset
Level of theory: the ωB97M-V functional and the def2-TZVPD basis

Last column: Löwdin charge in e.
CARTESIAN COORDINATES (ANGSTROEM)
C: 1.92 0.69 0.90  0.098
C: 0.80 0.15 0.42  -0.370
C: 0.88 -0.53 -0.94  -0.121
C: -0.50 -0.64 -1.60  -0.118
N: -1.08 0.74 -1.48  0.165
N: -0.47 0.34 1.04  -0.100
C: -1.01 -0.80 1.79  -0.065
H: 1.87 1.32 1.78  0.079
H: 2.87 0.65 0.39  0.081
H: 1.39 -1.50 -0.97  0.135
H: 1.50 0.13 -1.54  0.119
H: -1.12 -1.35 -1.08  0.121
H: -0.40 -0.88 -2.66  0.132
H: -0.50 1.49 -1.85  0.169
H: -2.01 0.82 -1.89  0.168
H: -1.15 0.91 -0.45  0.114
H: -0.39 1.10 1.69  0.121
H: -1.51 -0.46 2.69  0.094
H: -0.26 -1.52 2.20  0.103
H: -1.54 -1.51 1.17  0.073

Output
Energy ... -307.54715 Ha
M ... 101.173 g mol⁻¹
Energy above the lowest of the compared OMol25 structures with the same formula, charge and spin ... 195.5 kJ/mol
Total charge ... +1

2.
Formula: C5H13N2
Source: the OMol25 dataset
Level of theory: the ωB97M-V functional and the def2-TZVPD basis

Last column: Löwdin charge in e.
CARTESIAN COORDINATES (ANGSTROEM)
C: -1.89 -1.41 -0.07  0.076
C: -1.35 -0.25 0.32  -0.436
N: -1.98 1.01 0.13  0.076
C: 0.00 -0.21 0.98  -0.105
C: 1.11 0.54 0.12  -0.281
C: 2.40 -0.29 0.07  -0.017
N: 0.49 0.82 -1.25  0.187
H: -1.69 -2.38 0.38  0.079
H: -2.62 -1.49 -0.87  0.074
H: -2.10 1.48 1.02  0.117
H: -2.89 0.89 -0.28  0.107
H: -0.04 0.11 2.01  0.126
H: 0.32 -1.24 1.13  0.111
H: 1.22 1.53 0.56  0.147
H: 2.41 -0.92 -0.82  0.096
H: 3.27 0.33 0.21  0.091
H: 2.33 -0.88 0.98  0.086
H: 1.23 1.20 -1.84  0.173
H: -0.47 1.22 -1.07  0.132
H: 0.26 -0.07 -1.69  0.161

Output
Energy ... -307.54476 Ha
M ... 101.173 g mol⁻¹
Energy above the lowest of the compared OMol25 structures with the same formula, charge and spin ... 201.8 kJ/mol
Total charge ... +1

3.
Formula: C5H13N2
Source: the OMol25 dataset
Level of theory: the ωB97M-V functional and the def2-TZVPD basis

Last column: Löwdin charge in e.
CARTESIAN COORDINATES (ANGSTROEM)
C: -1.82 -0.91 0.64  -0.270
C: -0.89 0.27 0.90  -0.100
C: 0.33 0.22 -0.07  -0.394
C: 0.83 -1.12 -0.09  0.349
C: 2.25 1.63 -0.71  -0.083
N: 1.37 1.19 0.40  -0.034
N: -2.54 -0.77 -0.62  0.041
H: -2.55 -1.01 1.44  0.130
H: -1.18 -1.84 0.64  0.119
H: -1.38 1.23 0.78  0.139
H: -0.48 0.20 1.91  0.130
H: 1.53 -1.44 0.68  0.135
H: 0.63 -1.79 -0.92  0.129
H: 2.75 0.81 -1.22  0.083
H: 2.99 2.31 -0.29  0.094
H: 1.66 2.17 -1.44  0.090
H: 1.97 0.69 1.06  0.113
H: -2.02 -1.08 -1.42  0.076
H: -3.40 -1.29 -0.61  0.091
H: -0.03 0.52 -1.05  0.161

Output
Energy ... -307.43673 Ha
M ... 101.173 g mol⁻¹
Energy above the lowest of the compared OMol25 structures with the same formula, charge and spin ... 485.4 kJ/mol
Total charge ... +1

4.
Formula: C5H13N2
Source: the OMol25 dataset
Level of theory: the ωB97M-V functional and the def2-TZVPD basis

Last column: Löwdin charge in e.
CARTESIAN COORDINATES (ANGSTROEM)
N: -2.92 1.04 -0.68  0.081
C: -1.80 0.40 -0.23  -0.204
C: -0.75 0.91 0.46  -0.171
C: 0.05 0.05 1.38  -0.213
C: 0.59 -1.28 0.79  -0.147
C: 1.45 -1.09 -0.53  -0.129
N: 1.76 0.34 -0.87  0.168
H: -3.12 2.01 -0.52  0.103
H: -3.60 0.50 -1.17  0.096
H: -1.98 -0.67 -0.30  0.123
H: -0.68 1.99 0.32  0.104
H: -0.49 -0.14 2.31  0.126
H: 1.02 0.52 1.63  0.104
H: 1.46 -1.55 1.43  0.113
H: -0.03 -2.15 0.64  0.111
H: 2.37 -1.67 -0.37  0.130
H: 1.06 -1.50 -1.46  0.127
H: 2.77 0.50 -0.93  0.175
H: 1.47 1.05 -0.18  0.128
H: 1.37 0.74 -1.72  0.175

Output
Energy ... -307.52779 Ha
M ... 101.173 g mol⁻¹
Energy above the lowest of the compared OMol25 structures with the same formula, charge and spin ... 246.3 kJ/mol
Total charge ... +1

5.
Formula: C5H13N2
Source: the OMol25 dataset
Level of theory: the ωB97M-V functional and the def2-TZVPD basis

Last column: Löwdin charge in e.
CARTESIAN COORDINATES (ANGSTROEM)
C: 2.86 -0.68 -0.03  -0.072
C: 1.64 0.23 -0.35  -0.221
C: 0.91 0.71 0.93  -0.110
C: -0.33 -0.18 1.50  -0.297
C: -0.99 0.28 0.49  0.389
N: -3.66 0.79 -3.75  -0.010
N: -0.24 -1.17 2.38  0.147
H: 2.65 -1.12 0.96  0.072
H: 3.73 -0.04 0.10  0.083
H: 3.07 -1.40 -0.81  0.081
H: 2.04 1.14 -0.81  0.120
H: 0.93 -0.26 -1.01  0.108
H: 0.73 1.76 1.08  0.124
H: 1.60 0.50 1.76  0.156
H: -1.12 1.12 -0.17  0.142
H: -4.42 0.32 -4.24  0.007
H: -2.82 0.39 -4.18  0.001
H: -3.70 1.74 -4.10  0.005
H: -0.49 -1.28 3.35  0.139
H: 0.08 -2.05 2.00  0.140

Output
Energy ... -307.39583 Ha
M ... 101.173 g mol⁻¹
Energy above the lowest of the compared OMol25 structures with the same formula, charge and spin ... 592.8 kJ/mol
Total charge ... +1

> The highest energy belongs to which entry?

number 5